Record 1
ORCA calculation (the ωB97M-V functional and the def2-TZVPD basis) on a structure of composition C30H52F24N6O18PS8.

## Properties
- Total energy: -8780.8266 Ha
- Lowest unoccupied orbital energy: 1.56 eV
- HOMO level: -8.1 eV
- Total charge: -1
- Molar mass: 1528.232 g/mol

The geometry in XYZ format:
```
139
Properties=species:S:1:pos:R:3:lowdin_charge:R:1
C -5.785 3.972 -2.020 -0.098
C -6.212 3.037 -3.161 -0.246
C -5.063 2.096 -3.657 -0.245
C -4.566 1.115 -2.577 -0.212
P -3.273 -0.120 -3.236 1.072
C -1.750 0.679 -3.683 -0.278
C -1.054 1.477 -2.612 -0.247
C 0.316 1.966 -3.055 -0.248
C 0.186 2.845 -4.268 -0.115
C -2.919 -1.366 -1.889 -0.246
C -4.159 -2.181 -1.462 -0.232
C -3.818 -3.442 -0.614 -0.218
C -3.002 -3.154 0.678 -0.090
C -3.988 -0.979 -4.638 -0.278
C -3.217 -2.226 -5.118 -0.244
C -3.907 -2.963 -6.273 -0.262
C -3.850 -2.229 -7.613 -0.118
H -4.719 4.231 -2.044 0.067
H -5.969 3.525 -1.041 0.068
H -6.363 4.874 -2.100 0.061
H -6.524 3.647 -3.991 0.090
H -7.077 2.453 -2.823 0.106
H -4.319 2.754 -4.075 0.101
H -5.461 1.515 -4.519 0.100
H -5.393 0.550 -2.137 0.102
H -4.068 1.688 -1.783 0.073
H -1.979 1.296 -4.571 0.108
H -1.145 -0.086 -4.126 0.069
H -1.006 0.948 -1.640 0.096
H -1.660 2.355 -2.381 0.100
H 0.927 1.065 -3.273 0.118
H 0.819 2.492 -2.240 0.108
H 1.119 3.382 -4.411 0.069
H -0.636 3.588 -4.194 0.088
H -0.001 2.273 -5.200 0.079
H -2.550 -0.843 -1.025 0.050
H -2.054 -2.003 -2.110 0.067
H -4.809 -2.473 -2.306 0.097
H -4.805 -1.528 -0.864 0.097
H -3.356 -4.214 -1.237 0.104
H -4.770 -3.805 -0.259 0.092
H -2.041 -2.659 0.491 0.039
H -2.708 -4.039 1.285 0.089
H -3.582 -2.492 1.315 0.069
H -3.961 -0.226 -5.419 0.087
H -4.982 -1.258 -4.263 0.102
H -3.111 -2.906 -4.250 0.103
H -2.217 -1.898 -5.383 0.090
H -4.969 -3.200 -6.100 0.107
H -3.419 -3.971 -6.377 0.120
H -4.458 -1.315 -7.484 0.068
H -4.309 -2.847 -8.388 0.067
H -2.826 -1.952 -7.935 0.083
C 1.935 1.435 3.620 0.036
C 1.271 0.864 2.374 -0.416
O 1.764 0.769 1.306 0.163
N -0.152 0.501 2.500 0.123
H -0.317 0.060 3.408 0.104
H -0.761 1.325 2.477 0.109
C -0.630 -0.362 1.307 0.015
H 2.853 1.904 3.285 0.077
H 2.153 0.575 4.262 0.082
H 1.319 2.177 4.110 0.071
H -0.650 0.256 0.435 0.061
H -1.588 -0.762 1.582 0.048
H 0.098 -1.174 1.207 0.091
C 6.404 -0.136 5.038 0.035
C 5.461 -0.533 4.014 -0.412
O 4.308 -0.736 4.171 0.165
N 5.995 -0.546 2.583 0.088
H 5.972 0.513 2.404 0.149
H 7.002 -0.753 2.636 0.090
C 5.220 -1.320 1.527 0.047
H 6.171 0.902 5.327 0.121
H 7.459 -0.196 4.828 0.082
H 6.135 -0.755 5.876 0.105
H 4.201 -1.023 1.666 0.074
H 5.296 -2.382 1.610 0.099
H 5.425 -1.005 0.520 0.097
C 1.425 -3.697 -5.153 -0.724
F 1.448 -4.884 -4.533 0.131
F 2.696 -3.337 -5.369 0.134
F 0.774 -3.885 -6.304 0.139
S 0.668 -2.467 -4.192 0.627
O 0.852 -1.284 -4.954 -0.263
O -0.690 -2.910 -3.888 -0.308
N 1.752 -2.573 -2.948 -0.258
S 1.205 -2.440 -1.504 0.486
O 2.297 -2.150 -0.653 -0.266
O 0.066 -1.643 -1.507 -0.277
C 0.719 -4.064 -0.894 -0.729
F -0.145 -4.643 -1.626 0.198
F 1.773 -4.819 -0.776 0.176
F 0.139 -3.811 0.339 0.085
C -0.521 3.471 1.071 -0.622
F -0.093 3.306 2.329 0.130
F 0.111 4.571 0.512 0.104
F -0.207 2.386 0.378 0.128
S -2.329 3.763 1.042 0.614
O -2.512 4.956 1.826 -0.260
O -2.777 3.786 -0.317 -0.287
N -2.647 2.361 1.755 -0.306
S -3.937 1.515 1.547 0.564
O -5.158 2.278 1.461 -0.260
O -3.603 0.479 0.635 -0.281
C -3.914 0.766 3.181 -0.591
F -5.093 0.165 3.410 0.136
F -2.928 -0.217 3.310 0.066
F -3.636 1.689 4.133 0.123
C 9.313 0.684 0.556 -0.682
F 8.376 -0.150 0.033 0.119
F 10.523 0.196 0.409 0.167
F 9.203 1.866 -0.059 0.142
S 9.085 0.888 2.326 0.619
O 8.806 -0.516 2.626 -0.323
O 10.238 1.472 2.952 -0.250
N 7.784 1.735 2.595 -0.316
S 7.672 3.271 3.000 0.565
O 7.546 3.405 4.402 -0.239
O 8.416 4.161 2.200 -0.234
C 6.054 3.347 2.281 -0.629
F 5.564 4.617 2.318 0.132
F 5.951 2.886 1.069 0.168
F 5.232 2.448 3.014 0.031
C 0.894 -2.826 4.852 -0.658
F 1.588 -2.377 3.753 0.100
F 0.912 -4.155 4.909 0.148
F 1.467 -2.311 5.964 0.105
S -0.783 -2.299 4.910 0.630
O -0.992 -2.387 3.470 -0.289
O -1.453 -3.022 5.954 -0.252
N -0.660 -0.773 5.378 -0.315
S -1.035 -0.196 6.791 0.571
O -2.422 0.140 6.958 -0.263
O -0.291 -0.634 7.926 -0.257
C -0.308 1.381 6.378 -0.624
F -0.698 1.781 5.126 0.068
F -0.688 2.312 7.255 0.144
F 1.067 1.341 6.321 0.082
```

Record 2
ORCA calculation (the ωB97M-V functional and the def2-TZVPD basis) on a structure of composition C30H52InN3O2PS3.

## Properties
- Total energy: -3214.9849 Ha
- Lowest unoccupied orbital energy: -2.00 eV
- HOMO level: -10.1 eV
- Relative energy (zero: lowest compared OMol25 entry of this formula, charge and spin): 0.00 kcal per mole
- Total charge: +1
- Molar mass: 728.758 g/mol

The geometry in XYZ format:
```
92
Properties=species:S:1:pos:R:3:lowdin_charge:R:1
In -0.060 -0.782 0.055 0.536
C -0.939 -3.702 -1.438 -0.034
N -1.214 -2.255 -1.614 -0.228
C -0.877 -1.806 -2.964 -0.200
C 0.609 -1.872 -3.249 -0.146
N 1.456 -1.153 -2.270 -0.160
C 2.697 -1.928 -2.039 -0.075
C 1.738 0.184 -2.745 -0.269
C 2.794 0.393 -3.632 -0.025
C 3.065 1.645 -4.152 -0.068
C 2.281 2.725 -3.772 -0.074
C 1.246 2.534 -2.873 -0.120
C 0.941 1.265 -2.364 -0.551
S -0.503 1.184 -1.342 0.721
C -2.586 -1.964 -1.249 -0.297
C -3.579 -1.797 -2.207 -0.015
C -4.903 -1.616 -1.833 -0.065
C -5.250 -1.623 -0.490 -0.069
C -4.262 -1.745 0.476 -0.107
C -2.926 -1.888 0.111 -0.588
S -1.691 -2.022 1.367 0.689
H -1.547 -4.293 -2.132 0.111
H -1.175 -3.998 -0.423 0.065
H 0.114 -3.917 -1.614 0.084
H -1.233 -0.784 -3.064 0.094
H -1.368 -2.423 -3.723 0.132
H 0.762 -1.461 -4.246 0.140
H 0.932 -2.911 -3.281 0.117
H 3.146 -2.274 -2.976 0.093
H 2.472 -2.794 -1.427 0.072
H 3.420 -1.306 -1.514 0.095
H 3.415 -0.445 -3.931 0.113
H 3.883 1.774 -4.852 0.110
H 2.470 3.712 -4.178 0.110
H 0.627 3.371 -2.567 0.104
H -3.332 -1.830 -3.262 0.111
H -5.661 -1.495 -2.598 0.110
H -6.289 -1.529 -0.192 0.112
H -4.526 -1.751 1.528 0.105
C 2.730 4.239 0.559 -0.026
N 2.762 2.840 0.965 -0.154
C 3.904 2.418 1.758 -0.018
C 1.763 2.014 0.652 -0.337
O 1.688 0.820 0.981 -0.160
H 2.561 4.888 1.421 0.093
H 1.931 4.397 -0.163 0.091
H 3.679 4.512 0.098 0.096
H 4.828 2.616 1.213 0.100
H 3.825 1.356 1.959 0.067
H 3.934 2.964 2.702 0.096
H 0.979 2.470 0.038 0.072
C 1.174 2.568 4.505 -0.126
C -0.263 2.940 4.115 -0.554
C -0.241 4.193 3.240 -0.118
P -1.072 1.446 3.313 1.091
C -2.708 2.182 2.787 -0.548
C -2.548 2.711 1.359 -0.142
C -3.841 1.137 2.793 -0.114
C -1.393 0.540 4.940 -0.541
C -2.717 0.828 5.654 -0.113
C -1.163 -0.970 4.823 -0.138
H 1.699 3.430 4.932 0.083
H 1.720 2.230 3.619 0.042
H 1.216 1.765 5.244 0.065
H -0.841 3.160 5.017 0.108
H -1.244 4.563 3.022 0.068
H 0.275 4.006 2.290 0.056
H 0.296 4.995 3.760 0.083
H -2.956 3.008 3.457 0.101
H -2.368 1.878 0.681 0.031
H -1.725 3.419 1.248 0.049
H -3.467 3.210 1.037 0.089
H -3.438 0.124 2.702 0.041
H -4.510 1.298 1.944 0.079
H -4.443 1.188 3.698 0.064
H -0.603 0.933 5.578 0.073
H -3.527 0.233 5.234 0.061
H -2.994 1.885 5.608 0.075
H -2.629 0.558 6.710 0.084
H -2.030 -1.466 4.384 0.053
H -0.988 -1.410 5.811 0.082
H -0.301 -1.198 4.190 0.036
C 2.684 -1.301 3.247 -0.224
S 3.006 -1.592 1.516 0.894
C 3.822 -3.175 1.683 -0.224
O 1.646 -1.996 0.932 -0.605
H 2.133 -2.157 3.642 0.072
H 2.086 -0.390 3.310 0.039
H 3.638 -1.172 3.766 0.075
H 4.812 -3.004 2.116 0.071
H 3.924 -3.588 0.679 0.057
H 3.226 -3.839 2.310 0.072
```